# 1
# C37H41F3N4O3PtS

C37H41F3N4O3PtS as an isolated structure in a non-equilibrium geometry (the ωB97M-V functional and the def2-TZVPD basis, OMol25).

The geometry in XYZ format:
```
90
C37H41F3N4O3PtS (the ωB97M-V functional and the def2-TZVPD basis)
Pt -0.19892 -0.02489 -0.10440
S -2.25159 -0.25636 1.13410
F -1.87817 -0.01892 -2.42948
F -0.38931 1.59955 -2.58179
F -2.15952 1.79226 -1.31737
O 2.61994 -2.89579 -1.76887
O 2.41172 3.48984 1.17194
O 0.56391 -0.79189 1.77222
N 0.26539 2.74960 0.53389
N 0.56106 -2.14935 -0.95076
N -0.32275 -1.24710 2.70995
N 1.76977 0.29843 -0.36625
C 3.93538 -0.70572 -0.72090
C 4.55925 0.39729 -0.19862
C -2.51392 3.38500 3.56855
C 1.86863 -2.02033 -1.22035
C -2.39880 -4.99656 -1.20347
C -0.09098 2.96248 3.63634
C 1.62214 2.61648 0.74810
C 0.59149 4.63694 -1.77960
C 3.77360 1.44102 0.24390
C -2.52760 -1.67189 3.47220
C 1.89955 -4.16047 1.17584
C -0.55158 -2.66653 -3.63886
C -0.14253 4.81365 -3.10597
C -1.12780 3.98586 3.21915
C -0.29406 4.00749 0.58814
C 0.76070 -4.99054 0.74339
C -0.31851 4.85186 -0.60397
C -1.91077 5.56322 1.59855
C 0.55230 -3.44177 -4.37361
C -2.04068 -2.44687 4.48077
C -2.19021 -4.06575 -2.26606
C -1.25402 5.90237 -0.67967
C -1.73662 -2.43055 -4.59047
C -0.97302 -3.41368 -2.34879
C 2.50352 -0.76662 -0.71894
C 2.35170 1.38708 0.20981
C -1.18423 0.92110 -1.70100
C 1.85979 5.49382 -1.73047
C -2.03343 6.25831 0.41782
C -1.39777 -5.24586 -0.28584
C -0.12533 -3.34221 -1.18054
C -0.66676 -2.55059 4.70371
C -0.26936 -4.43103 -0.24269
C -1.65890 -1.09268 2.49027
C 0.16352 -1.81090 3.83753
C 1.31149 -6.35454 0.22645
C -1.05192 4.47098 1.76770
H -2.44686 5.91017 2.46168
H 1.65361 -3.12783 1.45212
H -2.90114 -3.87865 -3.04918
H 2.60139 5.15031 -2.49684
H -1.41201 -6.12277 0.37985
H 5.63100 0.50684 -0.20981
H -1.42825 6.38582 -1.63298
H 4.22585 2.34523 0.61106
H 2.66146 -4.08074 0.39042
H 1.64553 6.53949 -1.93843
H -2.75452 7.10203 0.38989
H 2.36096 5.50216 -0.75214
H -0.23286 -3.08764 5.53223
H 0.89171 3.60138 -1.68419
H -0.09687 -1.73068 -3.27623
H 0.90406 3.26933 3.32628
H 2.38624 -4.61943 2.05473
H 4.41271 -1.60543 -1.11862
H -2.44410 2.98688 4.60171
H 0.37752 4.31747 -3.92360
H 1.24573 -1.80716 3.89387
H 1.98672 -6.80859 0.98708
H -3.59541 -1.52113 3.34178
H 1.45796 -3.44822 -3.80102
H -0.07730 2.89949 4.73059
H 0.48546 -7.04773 -0.02599
H 0.12598 -5.16944 1.61489
H 0.24507 -4.43315 -4.68519
H -0.95149 4.89403 3.82129
H -2.49553 -1.85477 -4.07057
H -3.30423 4.16032 3.49836
H -2.15083 -3.37634 -4.94679
H -1.40427 -1.88542 -5.46376
H -2.72019 2.53945 2.86264
H -3.36026 -5.53965 -1.11083
H 1.84903 -6.19231 -0.69940
H -0.21825 1.93134 3.21034
H 0.73928 -2.92174 -5.32706
H -2.78698 -2.99826 5.10228
H -1.10962 4.30870 -3.03221
H -0.28205 5.87140 -3.35978
```

Computed properties:
**F_max**: 5.3 eV/Å
**Total charge**: -1
**2S+1**: 6
**HOMO-LUMO gap (spin up / spin down)**: 4.7 / 5.3 eV
**LUMO (spin up / spin down)**: 2.27 / 0.08 eV
**E_HOMO (spin up / spin down)**: -2.5 / -5.2 eV
**Energy above the lowest of the compared OMol25 structures with the same formula, charge and spin**: 1.498 eV

***

# 2
# C14H27CrI2IrO4PS2

C14H27CrI2IrO4PS2 as an isolated structure in a non-equilibrium geometry (the ωB97M-V functional and the def2-TZVPD basis, OMol25).

The geometry in XYZ format:
```
52
C14H27CrI2IrO4PS2 (the ωB97M-V functional and the def2-TZVPD basis)
Ir 0.20037 1.77051 -1.98863
I 1.52904 -1.55911 1.88279
I 1.88085 3.07222 -3.45261
Cr 0.15672 -0.03823 0.03935
S 1.46686 1.78502 0.10843
S 1.55814 -0.25558 -1.71418
P -2.30351 -2.11622 1.97564
O -1.61303 4.16159 -1.40255
O -1.35741 -1.19381 0.96869
O -2.20909 0.84565 2.08958
O -1.65644 1.01883 -4.27382
C 2.02861 2.84775 2.51868
C 0.04050 -1.83062 -3.54398
C -1.84899 -3.62224 1.11593
C -0.91751 3.21539 -1.56886
C 1.84000 -2.90967 -2.15392
C -3.78830 -2.80934 2.77409
C 1.42951 -1.66773 -2.93638
C -0.95569 1.23973 -3.33908
C -1.60011 -1.57973 3.59653
C 1.85339 4.45350 0.59534
C 2.44903 -1.32842 -4.00965
C -1.45261 0.61819 1.26584
C 1.23610 3.25056 1.29381
C -0.22359 3.50425 1.65458
H 0.00120 -1.36776 -4.54733
H -2.56251 -4.42621 1.39835
H 1.33712 4.70511 -0.34434
H 2.85102 -2.79392 -1.73864
H -0.47694 -1.50620 3.48233
H 3.09211 2.72642 2.27637
H 2.22383 -0.35828 -4.47623
H 1.15391 -3.11535 -1.31626
H 1.66200 1.89900 2.93724
H -0.46816 3.05489 2.63264
H -1.92023 -3.44692 -0.00316
H -2.00292 -0.55910 3.86606
H -3.56557 -3.92120 2.80089
H -0.93584 3.11820 0.92004
H -1.87135 -2.36060 4.33403
H 1.79580 5.32826 1.26299
H 1.93368 3.62244 3.29019
H 2.43697 -2.10063 -4.78866
H -0.75462 -1.39156 -2.92638
H 3.46069 -1.27797 -3.58576
H 2.91120 4.26778 0.36134
H -4.69250 -2.58774 2.19043
H -0.18228 -2.90287 -3.66203
H 1.83467 -3.78144 -2.82425
H -0.80010 -3.84787 1.40552
H -3.81321 -2.44245 3.82651
H -0.39082 4.59349 1.73250
```

Computed properties:
**F_max**: 9.5 eV/Å
**Total charge**: +4
**2S+1**: 8
**HOMO-LUMO gap (spin up / spin down)**: 6.9 / 4.6 eV
**LUMO (spin up / spin down)**: -15.18 / -17.55 eV
**E_HOMO (spin up / spin down)**: -22.0 / -22.1 eV
**Energy above the lowest of the compared OMol25 structures with the same formula, charge and spin**: 4.026 eV

***

# 3
# C4H10N4

C4H10N4 as an isolated structure in a non-equilibrium geometry (the ωB97M-V functional and the def2-TZVPD basis, OMol25).

The geometry in XYZ format:
```
18
C4H10N4 (the ωB97M-V functional and the def2-TZVPD basis)
N 0.07304 0.04676 2.46409
N 0.91034 -1.51923 -2.04033
N -0.02560 0.80767 0.19409
N -1.91754 0.86064 1.69559
C -0.74691 0.52369 1.36382
C 0.61765 -0.27681 -1.46662
C 1.22635 0.06413 -0.02048
C -0.78189 0.23137 -0.79295
H -2.42423 1.20044 0.87344
H 1.02175 0.45748 -2.12695
H 0.47800 -2.18073 -1.40332
H -1.44703 0.86598 -1.36827
H -1.37017 -0.84703 -0.47173
H 1.14924 0.19771 2.17716
H 0.21499 -1.26014 -2.78919
H 1.97055 1.16990 -0.23003
H 1.49493 -0.94921 0.56475
H -0.44346 0.60736 3.37693
```

Computed properties:
**F_max**: 6.9 eV/Å
**Total charge**: 0
**HOMO-LUMO gap**: 9.8 eV
**LUMO**: 0.70 eV
**E_HOMO**: -9.1 eV
**Energy above the lowest of the compared OMol25 structures with the same formula, charge and spin**: 5.273 eV

***

# 4
# C30H27Co2N2O6

C30H27Co2N2O6 as an isolated structure in a non-equilibrium geometry (the ωB97M-V functional and the def2-TZVPD basis, OMol25).

The geometry in XYZ format:
```
67
C30H27Co2N2O6 (the ωB97M-V functional and the def2-TZVPD basis)
Co -1.16115 -6.07978 0.79690
Co -4.09490 -5.76770 2.47362
O -1.26314 -8.98800 1.35141
O -4.54397 -8.69504 2.70855
O -0.39179 -5.29136 -1.93228
O -6.52294 -4.11196 2.13461
O -2.57294 -5.12911 4.90360
O 0.60926 -4.94881 2.89876
N 1.01321 2.48303 1.24017
N 3.21861 2.49722 1.11637
C -0.37165 2.04890 1.25893
C -2.99572 -3.44432 0.67678
C -4.41057 0.64172 1.31577
C 4.61000 2.09016 1.04897
C -0.78071 1.12360 2.22013
C -0.06050 -5.38286 2.08753
C 2.12283 1.72747 1.19843
C 7.25230 1.21112 0.98902
C -4.37896 -7.57243 2.62369
C 5.02432 1.19511 0.05948
C 6.83385 2.12064 1.94700
C 1.43341 3.83938 1.20441
C 6.33739 0.76295 0.05085
C 5.52157 2.55829 1.99801
C -2.67530 -4.71289 1.32027
C -3.01131 1.15142 1.29990
C -1.28569 2.52856 0.31602
C -2.59680 2.08490 0.36255
C -2.09348 0.68536 2.22532
C -3.16810 -5.93803 0.69394
C 4.07477 0.67556 -0.96003
C -0.66880 -5.60661 -0.87325
C 2.77891 3.84762 1.10541
C -3.17085 -5.37626 3.96712
C 8.65072 0.70139 0.98080
C 0.19202 0.61346 3.22190
C -5.59514 -4.75472 2.28134
C 5.09600 3.52328 3.04482
C -1.21898 -7.87347 1.12862
C -0.87750 3.51618 -0.71838
H 5.02715 4.53125 2.63642
H -0.29416 0.01510 3.99358
H -3.56258 -5.79394 -0.31088
H 9.25146 1.18817 1.75122
H -3.90454 -3.30857 0.12443
H 0.70417 1.44297 3.71101
H -3.30996 2.47552 -0.34153
H -0.84861 4.52390 -0.30336
H -4.87875 0.82022 2.28595
H -2.38748 -2.58597 0.87115
H 0.78743 4.70116 1.25725
H 3.77858 -0.34980 -0.73194
H 4.52219 0.68804 -1.95454
H -4.43320 -0.43337 1.12323
H 9.12948 0.88189 0.01631
H 6.65264 0.05933 -0.69945
H -5.02279 1.12820 0.55422
H 8.67154 -0.37304 1.17326
H 5.80877 3.55605 3.86856
H 4.11970 3.25600 3.45207
H 0.94940 -0.00887 2.74363
H -1.58262 3.53236 -1.54980
H -2.41936 -0.01568 2.97466
H 7.54216 2.48296 2.67095
H 3.17254 1.28416 -1.00500
H 0.11034 3.28613 -1.12148
H 3.41494 4.71209 1.00913
```

Computed properties:
**F_max**: 5.1 eV/Å
**Total charge**: -1
**HOMO-LUMO gap**: 5.8 eV
**LUMO**: 2.06 eV
**E_HOMO**: -3.8 eV
**Energy above the lowest of the compared OMol25 structures with the same formula, charge and spin**: 1.262 eV

***

The highest F_max belongs to which entry? C14H27CrI2IrO4PS2